[1]
{
  "formula": "C2H8N3S",
  "method": "ωB97M-V with the def2-TZVPD basis set",
  "species": ["C", "C", "N", "N", "N", "S", "H", "H", "H", "H", "H", "H", "H", "H"],
  "positions_angstrom": [[-1.11792, 1.23541, 0.13401], [-2.62155, -0.74999, 0.04182], [-2.30426, 0.69273, 0.21825], [1.84413, -0.41922, -0.30942], [3.10600, 0.09083, 0.20152], [0.40683, 1.13293, -0.06372], [-2.43783, -1.15569, -0.96417], [-2.06460, -1.38344, 0.72419], [-3.66944, -0.83382, 0.23269], [-3.11699, 1.23838, -0.08196], [1.79567, -0.62220, -1.32437], [2.86345, 0.58080, 1.11716], [3.51891, 0.89013, -0.26020], [3.79760, -0.69685, 0.33419]],
  "mulliken_charge": [0.397, -0.789, -0.219, -0.611, -0.261, -0.101, 0.310, 0.312, 0.332, 0.290, 0.275, 0.372, 0.335, 0.357],
  "homo_lumo_gap_ha": [0.3363, 0.3363],
  "total_charge": 1,
  "total_energy_ha": -643.07001,
  "de_lowest_kcal_mol": 82.6
}



[2]
{
  "formula": "C3H3CuO",
  "method": "ωB97M-V with the def2-TZVPD basis set",
  "species": ["C", "C", "H", "H", "C", "O", "Cu", "H"],
  "positions_angstrom": [[-1.23273, -0.03383, -1.03386], [-0.68663, 1.05908, -1.06064], [-1.82704, -0.92020, -1.18703], [-0.26834, 2.02274, -1.30266], [0.83410, -0.64109, 0.66370], [0.65613, 0.21976, 1.58572], [1.08299, -1.36117, 2.55710], [1.44151, -0.34529, -0.22233]],
  "mulliken_charge": [-0.199, -0.404, 0.391, 0.356, 0.088, -0.275, 0.592, 0.451],
  "homo_lumo_gap_ha": [0.3070, 0.2892],
  "total_charge": 1,
  "total_energy_ha": -1831.34262,
  "multiplicity": 2,
  "de_lowest_kcal_mol": 14.1
}



[3]
{
  "formula": "C37H33ClIN7O3V",
  "method": "ωB97M-V with the def2-TZVPD basis set",
  "species": ["V", "Cl", "C", "C", "C", "I", "C", "O", "C", "N", "C", "C", "C", "C", "H", "H", "H", "H", "O", "C", "O", "C", "C", "C", "C", "C", "C", "C", "C", "C", "N", "H", "H", "H", "H", "H", "H", "N", "C", "C", "C", "C", "C", "C", "N", "C", "C", "C", "C", "N", "C", "C", "H", "H", "H", "H", "H", "H", "H", "H", "H", "C", "C", "N", "C", "C", "C", "C", "N", "H", "H", "H", "H", "H", "H", "H", "H", "H", "H", "H", "H", "H", "H"],
  "positions_angstrom": [[0.43483, -0.81531, -0.35497], [-5.16064, -6.12094, -0.34591], [-3.89932, -5.00433, -0.11855], [-2.90843, -5.20887, -1.04273], [-1.89603, -4.20914, -1.20794], [-0.77526, -4.61476, -2.86631], [-1.87964, -3.03839, -0.45916], [-1.19412, -2.00753, -0.87044], [-2.68987, -3.04504, 0.73000], [-2.56680, -2.02723, 1.61184], [-3.53336, -1.83022, 2.53716], [-4.73216, -2.53148, 2.54989], [-4.88913, -3.57901, 1.68430], [-3.85034, -3.92510, 0.80848], [-2.96308, -6.14854, -1.57825], [-3.35796, -0.95434, 3.20175], [-5.57747, -2.24242, 3.15908], [-5.70496, -4.25643, 1.71138], [2.46283, 0.77322, 2.82400], [1.89664, 0.49559, 1.76325], [0.92588, -0.33288, 1.55092], [2.43735, 1.14955, 0.53250], [3.40700, 2.18337, 0.68157], [3.91898, 2.76934, -0.46778], [3.50155, 2.33427, -1.72830], [4.00504, 2.81802, -2.97505], [3.47085, 2.46687, -4.20468], [2.34769, 1.57017, -4.23433], [1.74116, 1.29090, -3.02670], [2.38581, 1.43074, -1.79713], [1.89762, 0.83784, -0.67338], [3.72776, 2.30492, 1.71790], [4.65849, 3.56538, -0.41294], [4.88765, 3.42488, -2.94395], [3.93138, 2.81603, -5.11446], [1.88889, 1.24782, -5.14709], [0.79463, 0.76208, -3.01096], [-3.56348, 5.16396, -0.46891], [-4.06706, 6.30986, 0.21317], [-4.65373, 7.48587, -0.21966], [-5.10775, 8.34345, 0.76059], [-4.92722, 8.07487, 2.11532], [-4.20757, 6.94804, 2.56603], [-3.80439, 6.01319, 1.56152], [-3.12997, 4.81849, 1.73340], [-3.03370, 4.31546, 0.47485], [-2.50815, 2.96264, 0.26484], [-2.18323, 2.41305, -1.06206], [-1.58385, 1.14133, -1.13445], [-1.14340, 0.53782, -0.03356], [-1.38256, 1.07040, 1.19989], [-2.03577, 2.27294, 1.34716], [-3.81631, 4.94850, -1.41945], [-4.73712, 7.75725, -1.26825], [-5.68740, 9.21097, 0.48923], [-5.22964, 8.79694, 2.85077], [-4.02493, 6.80245, 3.59795], [-2.58065, 2.82628, -2.01882], [-1.40491, 0.72246, -2.13410], [-1.09406, 0.44865, 2.04263], [-2.22043, 2.60869, 2.40543], [5.34873, -3.06417, -1.29183], [4.08642, -3.94331, -1.18957], [3.37777, -3.78631, 0.13720], [3.76004, -4.64860, 1.30120], [5.13068, -5.27790, 1.17972], [2.26582, -3.02311, 0.14861], [1.29424, -3.32243, 1.22161], [1.94452, -2.07674, -0.72951], [5.27154, -2.41665, -2.17104], [6.22727, -3.69594, -1.42050], [5.52504, -2.44302, -0.44518], [4.39563, -4.97195, -1.28730], [3.35955, -3.81570, -1.97246], [2.97785, -5.38538, 1.47829], [3.67660, -3.99051, 2.17035], [5.26722, -5.94295, 0.34264], [5.40256, -5.84771, 2.13095], [5.89501, -4.50392, 1.01597], [1.03061, -4.40165, 1.21039], [0.35819, -2.75795, 1.09037], [1.72786, -3.07756, 2.17934], [2.66067, -1.94911, -1.44577]],
  "mulliken_charge": [0.126, -0.247, 0.546, -0.830, -0.326, 0.002, 0.828, -0.685, -0.068, -0.157, -0.143, -0.828, -0.532, -0.053, 0.419, 0.356, 0.399, 0.435, -0.699, 0.379, -0.416, 0.666, -1.143, -0.678, 0.718, -0.649, -0.480, -0.919, -0.247, 0.171, 0.471, 0.561, 0.450, 0.405, 0.423, 0.470, 0.167, -0.045, 0.700, -0.925, -0.371, -0.567, -0.763, 0.572, -0.528, -0.023, 0.872, -1.459, -0.105, 0.875, -0.534, -0.767, 0.234, 0.376, 0.380, 0.380, 0.469, 0.217, 0.657, 0.801, 0.418, -1.295, -1.034, 0.532, -0.336, -1.361, 0.643, -0.525, 0.474, 0.367, 0.356, 0.422, 0.519, 0.615, 0.308, 0.366, 0.373, 0.364, 0.329, 0.527, -0.816, 0.397, 0.020],
  "homo_lumo_gap_ha": [0.2094, 0.2210],
  "total_charge": 1,
  "total_energy_ha": -3740.53327,
  "multiplicity": 3
}



[4]
{
  "formula": "H2N3O",
  "method": "ωB97M-V with the def2-TZVPD basis set",
  "species": ["N", "N", "N", "O", "H", "H"],
  "positions_angstrom": [[0.85361, 1.03430, 0.07704], [0.55557, -1.21438, 0.07122], [0.16421, -0.02344, 0.03450], [-1.49744, 0.05729, 0.07855], [0.29487, 1.77410, -0.05864], [-0.37083, -1.62786, -0.20267]],
  "mulliken_charge": [-0.970, -0.795, 1.081, -0.815, 0.232, 0.268],
  "smiles": "[NH-][N+]([NH-])=O",
  "homo_lumo_gap_ha": 0.3444,
  "total_charge": -1,
  "total_energy_ha": -240.57946,
  "de_lowest_kcal_mol": 70.6
}



[5]
{
  "formula": "C4H6NS",
  "method": "ωB97M-V with the def2-TZVPD basis set",
  "species": ["C", "C", "C", "C", "N", "S", "H", "H", "H", "H", "H", "H"],
  "positions_angstrom": [[-0.29598, -1.65877, 0.18996], [-2.67408, 0.79287, 0.16611], [2.04926, -0.59714, 0.14920], [1.12687, 0.44008, -0.32183], [0.62368, -0.88348, 0.09625], [-2.13994, -0.68826, -0.18117], [-1.90402, 1.42853, 0.61414], [-3.61950, 1.19756, -0.18111], [2.56028, -1.17145, -0.63573], [2.63477, -0.58366, 1.04369], [0.88169, 1.38050, 0.33284], [0.75697, 0.34323, -1.27235]],
  "mulliken_charge": [0.210, -0.484, -0.324, -0.456, 0.071, 0.124, 0.261, 0.346, 0.262, 0.293, 0.254, 0.444],
  "homo_lumo_gap_ha": [0.2404, 0.2764],
  "total_charge": 1,
  "total_energy_ha": -608.39390,
  "multiplicity": 3,
  "de_lowest_kcal_mol": 98.0
}



[6]
{
  "formula": "C12H33LiN3O3",
  "method": "ωB97M-V with the def2-TZVPD basis set",
  "species": ["Li", "C", "C", "C", "O", "C", "N", "H", "H", "H", "H", "H", "H", "H", "H", "H", "H", "H", "C", "C", "C", "O", "C", "N", "H", "H", "H", "H", "H", "H", "H", "H", "H", "H", "H", "C", "C", "C", "O", "C", "N", "H", "H", "H", "H", "H", "H", "H", "H", "H", "H", "H"],
  "positions_angstrom": [[8.53991, -4.75731, -9.46628], [9.61816, -1.94216, -8.42231], [10.44286, -2.38381, -9.68302], [11.95132, -1.90118, -9.80126], [11.98600, -0.56995, -10.14445], [13.29386, 0.04970, -10.24528], [10.38968, -3.84004, -9.61882], [9.64881, -0.85958, -8.29911], [9.93849, -2.35740, -7.46676], [8.53870, -2.07494, -8.49460], [9.98863, -2.18756, -10.65425], [12.37915, -2.41354, -10.66298], [12.48773, -2.18034, -8.89438], [13.12756, 0.94770, -10.84028], [14.07897, -0.56601, -10.68415], [13.55378, 0.21969, -9.20046], [11.19497, -4.05744, -9.04930], [10.78776, -3.95709, -10.53964], [6.80530, -6.81623, -12.58108], [7.32114, -6.37018, -11.18816], [8.53253, -7.19061, -10.72039], [8.92548, -6.76414, -9.41811], [10.15301, -7.35609, -9.01333], [7.68414, -4.98887, -11.39561], [7.59271, -7.02181, -13.30619], [5.99761, -6.24061, -13.03319], [6.34298, -7.77010, -12.32715], [6.50821, -6.38522, -10.46221], [9.40321, -7.21280, -11.37577], [8.17991, -8.22084, -10.67145], [10.90223, -6.70098, -9.45785], [10.26744, -8.43552, -9.11246], [10.33401, -7.11835, -7.96510], [6.96906, -4.63147, -12.01286], [8.42570, -5.02554, -12.08033], [5.75259, -5.58269, -6.46366], [6.28413, -5.17322, -7.83890], [5.23795, -4.29079, -8.53552], [4.08125, -5.05586, -8.99742], [3.08296, -4.28278, -9.62772], [7.52369, -4.44974, -7.73121], [4.72835, -5.92468, -6.61225], [5.68579, -4.81193, -5.69583], [6.34220, -6.37729, -6.00641], [6.41492, -6.10337, -8.39191], [5.62304, -3.80853, -9.43397], [4.79123, -3.50760, -7.92302], [2.65662, -3.66086, -8.84061], [2.22078, -4.82307, -10.01865], [3.46373, -3.67955, -10.45188], [7.19041, -3.55731, -7.39566], [8.07526, -4.78114, -6.95272]],
  "mulliken_charge": [0.855, -1.426, 0.051, -0.769, -0.337, -0.755, -0.551, 0.489, 0.348, 0.194, 0.441, 0.464, 0.384, 0.237, 0.317, 0.320, 0.197, 0.304, -1.674, 0.638, -0.800, -0.127, -0.970, -0.546, 0.408, 0.505, 0.398, -0.205, 0.490, 0.486, 0.331, 0.319, 0.300, 0.296, 0.257, -1.833, 0.736, -1.035, -0.343, -0.758, -0.515, 0.442, 0.391, 0.442, -0.112, 0.444, 0.773, 0.325, 0.278, 0.293, 0.372, 0.230],
  "homo_lumo_gap_ha": 0.3690,
  "total_charge": 1,
  "total_energy_ha": -874.30875,
  "de_lowest_kcal_mol": 50.4
}